A 3-piece molecular cluster, C31H51BNO14P3S3 overall, computed with wB97M-V/def2-TZVPD.

Properties
HOMO-LUMO gap: 8.50 eV
multiplicity: 1
LUMO energy: 0.09 eV
structure (SMILES): CCCCCCCCCCc1cc(CP(=O)(O)O)c(B(O)OCC)c2c1Sc1ccc(PP(=O)(O)O)c(S)c1N2S.COC(=O)OC.COC(=O)OC
electronic energy: -4563.746011 hartree

Positions of all 104 atoms, in Å:
C  -6.6834  9.1233  3.6936
C  -5.1984  9.0720  3.3220
C  -4.3217  8.4448  4.4206
C  -3.0365  7.8156  3.8728
C  -3.1610  6.3161  3.5335
C  -1.9259  5.5102  3.9376
C  -2.0272  4.0289  3.5682
C  -0.6617  3.3493  3.4324
C  -0.7468  1.8170  3.4138
C  0.5021  1.1332  4.0149
C  1.2056  0.1326  3.1308
C  2.5513  0.3059  2.8480
C  3.2573  -0.5601  2.0432
C  4.7215  -0.2393  1.8314
P  5.1821  0.1994  0.1558
O  6.2350  -0.6472  -0.4552
O  5.5685  1.7452  0.2778
O  3.8424  0.1649  -0.7158
C  2.6247  -1.6640  1.4382
B  3.4714  -2.6370  0.5062
O  4.7869  -2.8910  0.8737
O  2.9737  -3.2071  -0.6228
C  3.7264  -4.2539  -1.2501
C  2.9294  -4.8868  -2.3782
C  1.2761  -1.8344  1.7188
C  0.5909  -0.9755  2.5686
S  -1.0902  -1.3346  2.9742
C  -1.6044  -1.8656  1.3882
C  -2.8649  -1.5322  0.9163
C  -3.2488  -1.9659  -0.3340
C  -2.3930  -2.7289  -1.1239
P  -2.8978  -3.2808  -2.7932
P  -4.7876  -4.3047  -2.5174
O  -5.5161  -4.3173  -3.7944
O  -5.6485  -3.7579  -1.2872
O  -4.3433  -5.7172  -1.9304
C  -1.1257  -3.0671  -0.6327
S  -0.0333  -4.1598  -1.5079
C  -0.7265  -2.6224  0.6246
N  0.5614  -2.9515  1.1541
S  0.5057  -4.3123  2.2191
H  -7.1846  9.9730  3.2300
H  -6.8024  9.2209  4.7750
H  -7.1893  8.2059  3.3909
H  -5.0665  8.4649  2.4212
H  -4.8212  10.0742  3.1130
H  -4.0592  9.2155  5.1495
H  -4.9126  7.6860  4.9415
H  -2.7584  8.3375  2.9541
H  -2.2261  7.9261  4.5960
H  -4.0227  5.8933  4.0616
H  -3.3044  6.1768  2.4590
H  -1.0492  5.9277  3.4305
H  -1.7976  5.5845  5.0206
H  -2.6151  3.4992  4.3267
H  -2.5774  3.9153  2.6272
H  -0.2579  3.6671  2.4650
H  0.0074  3.6986  4.2218
H  -1.6323  1.5022  3.9720
H  -0.8931  1.4650  2.3904
H  0.2803  0.6634  4.9771
H  1.2345  1.9150  4.2268
H  3.0691  1.1591  3.2727
H  5.0170  0.5950  2.4698
H  5.3473  -1.0929  2.0753
H  6.0344  2.0315  -0.5221
H  4.0150  -0.2425  -1.5751
H  5.4232  -2.6204  0.1912
H  3.9806  -5.0051  -0.4999
H  4.6578  -3.8498  -1.6562
H  2.3590  -4.1357  -2.9224
H  3.6317  -5.3322  -3.0874
H  2.2741  -5.6805  -2.0251
H  -3.5384  -0.9340  1.5171
H  -4.2246  -1.6991  -0.7162
H  -3.3640  -2.0760  -3.3433
H  -6.2241  -3.0576  -1.6273
H  -3.4676  -5.9491  -2.2701
H  0.4259  -3.2651  -2.3867
H  0.9526  -5.1992  1.3148
C  -6.4882  -7.0167  -4.7707
O  -6.6949  -8.1405  -5.6441
C  -6.5221  -7.8803  -6.9334
O  -6.2165  -6.8214  -7.4149
O  -6.7470  -9.0055  -7.6207
C  -6.5954  -8.8656  -9.0342
H  -6.6638  -7.3933  -3.7676
H  -5.4747  -6.6392  -4.8573
H  -7.1870  -6.2170  -4.9989
H  -5.5801  -8.5639  -9.2844
H  -7.2992  -8.1338  -9.4261
H  -6.8063  -9.8456  -9.4518
C  11.2959  4.4993  -2.4885
O  10.3298  3.5754  -2.9983
C  10.0879  2.5386  -2.1957
O  10.6011  2.3444  -1.1255
O  9.1813  1.7601  -2.7813
C  8.8230  0.5949  -2.0251
H  11.3850  5.2765  -3.2411
H  10.9577  4.9272  -1.5470
H  12.2558  4.0082  -2.3429
H  8.3927  0.8694  -1.0655
H  9.6914  -0.0401  -1.8630
H  8.0827  0.0664  -2.6159

Cartesian forces, eV/Å:
C 0.19 0.10 0.08
C 0.08 -0.35 0.21
C -0.04 0.15 -0.21
C -0.15 -0.37 -0.06
C 0.17 -0.02 0.20
C -0.20 -0.18 -0.35
C -0.04 -0.14 0.11
C -0.38 -0.06 -0.44
C -0.04 -0.07 0.24
C 0.22 0.09 -0.11
C 0.00 0.17 0.03
C -0.05 0.25 0.13
C 0.29 -0.29 -0.16
C -0.16 0.21 0.14
P 0.44 -0.34 -0.16
O -0.20 0.12 -0.01
O 0.05 -0.12 -0.17
O -0.03 0.07 -0.06
C 0.35 0.03 -0.19
B 0.15 -0.14 0.17
O -0.14 0.39 -0.07
O -0.17 0.01 0.04
C -0.08 0.01 -0.18
C 0.42 -0.09 -0.12
C -0.07 -0.33 -0.21
C -0.29 0.16 0.16
S -0.02 -0.07 0.18
C -0.18 0.18 0.07
C -0.05 0.00 0.02
C -0.01 0.10 -0.13
C -0.20 -0.05 0.01
P 0.67 -0.22 -0.30
P -0.18 0.19 -0.49
O 0.04 0.09 0.18
O 0.00 0.04 -0.02
O 0.15 0.12 0.20
C -0.04 -0.04 -0.14
S -0.20 -0.22 0.07
C 0.10 0.04 0.11
N -0.22 0.08 0.32
S 0.08 -0.08 -0.22
H -0.08 -0.09 -0.06
H -0.03 0.07 -0.01
H -0.05 0.03 0.03
H -0.07 0.20 -0.11
H 0.01 -0.02 -0.14
H -0.15 -0.03 0.07
H 0.09 -0.01 0.11
H 0.25 0.19 0.16
H 0.03 0.12 -0.03
H -0.06 -0.01 -0.18
H -0.24 -0.02 0.04
H 0.05 0.11 0.20
H 0.27 0.16 -0.04
H -0.03 0.07 -0.02
H 0.02 0.01 0.02
H 0.35 0.15 0.23
H -0.01 -0.02 0.04
H 0.03 0.00 -0.06
H -0.06 0.06 0.02
H -0.14 0.03 -0.01
H 0.02 -0.07 0.11
H -0.05 0.02 0.01
H -0.03 -0.03 -0.03
H 0.04 -0.02 0.03
H -0.01 0.14 0.14
H -0.08 -0.03 0.03
H 0.09 -0.29 0.09
H 0.11 0.06 -0.02
H 0.00 0.07 0.08
H 0.04 -0.03 0.01
H -0.05 -0.05 0.03
H -0.13 0.13 -0.01
H 0.07 0.00 0.04
H 0.03 0.01 0.06
H -0.36 0.07 0.16
H -0.14 -0.14 0.13
H -0.07 -0.21 0.05
H 0.00 0.08 -0.02
H 0.10 -0.07 0.00
C -0.03 -0.06 0.04
O -0.02 -0.03 0.08
C -0.02 -0.05 -0.01
O 0.02 0.06 -0.01
O 0.00 -0.01 0.01
C -0.01 -0.07 -0.07
H 0.00 -0.02 -0.01
H 0.00 0.03 -0.08
H 0.04 0.04 -0.05
H 0.00 0.04 0.01
H 0.02 0.04 0.01
H -0.01 -0.01 0.03
C 0.04 0.08 -0.04
O -0.01 0.01 -0.01
C -0.01 0.00 -0.05
O 0.02 -0.01 0.06
O -0.03 -0.01 -0.02
C -0.05 -0.09 0.00
H -0.02 -0.02 -0.02
H 0.01 -0.03 0.03
H -0.01 -0.02 0.04
H 0.05 0.00 0.03
H 0.03 0.04 0.03
H -0.01 0.04 -0.03